[1]
Density functional theory data (ωB97M-V/def2-TZVPD) for a single C4H7NO molecule at a distorted geometry.

Molar mass = 85.106 g/mol
Electronic energy = -7797.715 eV
E_HOMO = -9.792 eV
Gap between HOMO and LUMO = 10.918 eV
ΔE to the lowest compared entry with this formula, charge and spin = 186.2 kJ/mol

Structure (XYZ):
```
13
Properties=species:S:1:pos:R:3:forces:R:3:nbo_charge:R:1
O 1.871678 -2.068514 -0.168783 -0.01 1.46 -0.46 -0.57
C 1.596185 -0.936744 -0.532632 0.26 0.09 0.02 0.54
N 1.196316 0.100246 0.297413 0.67 0.40 -0.02 -0.65
C 0.024307 0.894382 -0.028854 -0.91 0.24 -0.22 -0.08
C -1.127117 0.466314 0.855275 -0.50 -0.13 0.27 -0.42
C -1.070685 -0.016108 -0.550092 -0.56 -0.25 -0.22 -0.43
H 1.693110 -0.529452 -1.576371 -0.29 -0.86 0.33 0.11
H 1.401924 -0.042097 1.277881 -0.33 -0.09 -0.06 0.39
H 0.005584 1.977912 -0.384442 0.75 -1.66 0.55 0.22
H -0.908452 -0.239991 1.649482 0.06 0.15 -0.06 0.22
H -1.977440 1.111457 1.056621 0.44 0.26 0.11 0.22
H -1.883549 0.340514 -1.172533 0.37 0.20 -0.20 0.22
H -0.821857 -1.057919 -0.722969 0.05 0.18 -0.04 0.22
```
Positions in Å, forces in eV/Å.

=====

[2]
Density functional theory data (ωB97M-V/def2-TZVPD) for a molecular structure, C21H28F4N4O2Zr.

Molar mass = 535.697 g/mol
Charge = +2
Electronic energy = -44423.924 eV
E_HOMO = -13.622 eV
Gap between HOMO and LUMO = 7.417 eV
ΔE to the lowest compared entry with this formula, charge and spin = 23.9 kJ/mol

Structure (XYZ):
```
60
Properties=species:S:1:pos:R:3:forces:R:3:nbo_charge:R:1
Zr -0.173572 -0.546605 0.625899 0.00 0.44 -0.08 2.42
C 2.612832 -1.590691 -0.521414 -0.13 -0.10 0.01 -0.42
N 1.401941 -2.118030 0.154258 -0.07 -0.17 -0.03 -0.56
C 1.805926 -2.834760 1.399169 -0.07 0.01 -0.12 -0.42
C 0.676867 -3.068057 -0.761040 0.08 0.01 0.10 -0.23
C -0.683210 -3.451744 -0.188842 -0.02 -0.01 0.02 -0.24
N -1.322274 -2.220458 0.279085 -0.27 0.01 0.36 -0.84
C -2.533951 -2.226792 0.994608 0.35 -0.17 -0.24 0.06
C -3.051216 -0.998011 1.392960 -0.05 -0.05 0.00 0.29
F -2.301756 0.128487 1.009679 -0.01 -0.09 -0.05 -0.34
C -4.191979 -0.817978 2.132840 -0.08 -0.07 0.00 0.37
F -4.568598 0.413688 2.457988 0.01 0.00 0.01 -0.28
C -4.918794 -1.927611 2.520646 0.02 0.05 -0.01 -0.33
C -4.447156 -3.167436 2.137192 0.07 -0.06 -0.06 0.39
F -5.106954 -4.262105 2.482330 -0.02 0.02 0.01 -0.27
C -3.282808 -3.328104 1.393238 -0.12 -0.05 -0.01 0.29
F -2.898991 -4.564221 1.057093 0.01 0.00 0.01 -0.29
H 3.283454 -2.413820 -0.777387 0.03 0.03 -0.01 0.23
H 3.136123 -0.911686 0.152076 0.02 0.01 -0.01 0.21
H 2.326143 -1.065479 -1.432139 0.01 0.00 -0.01 0.23
H 2.388186 -3.718469 1.130298 0.04 0.01 0.04 0.23
H 0.926426 -3.133674 1.963520 0.01 -0.01 0.02 0.25
H 2.417356 -2.177378 2.015031 0.00 -0.01 0.02 0.22
H 1.300588 -3.953004 -0.910302 -0.01 0.00 -0.05 0.23
H 0.571389 -2.563599 -1.722644 -0.02 0.00 0.00 0.22
H -0.572216 -4.169934 0.624916 0.03 -0.02 -0.02 0.22
H -1.256405 -3.952000 -0.973265 -0.03 0.03 0.01 0.24
H -5.821734 -1.832322 3.106499 0.00 0.01 0.00 0.28
N 1.171004 1.195365 1.849845 -0.01 0.16 0.00 -0.88
C 1.552614 0.681881 3.188386 0.12 0.06 -0.05 -0.34
C 0.552174 -0.369201 3.627863 -0.39 -0.31 -0.34 0.78
O 0.509052 -0.838796 4.715760 0.06 0.06 0.11 -0.49
O -0.243300 -0.762132 2.600892 0.31 0.22 0.32 -0.88
H 1.939566 1.738400 1.469418 0.07 -0.12 -0.03 0.39
H 0.426076 1.878917 1.994798 0.01 0.01 -0.03 0.40
H 1.624687 1.466235 3.939785 -0.02 -0.02 0.03 0.25
H 2.530068 0.202760 3.113089 0.00 0.01 0.05 0.24
C 2.685406 2.849246 -2.161945 -0.14 0.12 0.10 -0.42
N 1.627949 3.843054 -1.805765 -0.01 0.02 0.05 -0.33
C 2.214024 5.055178 -1.149889 -0.10 -0.22 -0.08 -0.41
C 0.512765 3.234812 -0.970389 0.19 0.15 -0.05 -0.22
C -0.196794 2.143439 -1.723751 -0.12 -0.07 -0.02 -0.09
C -0.768275 2.534660 -2.930787 -0.02 -0.01 -0.05 -0.22
C -1.390124 1.621815 -3.771330 0.02 0.04 0.02 -0.17
C -1.459652 0.301777 -3.375639 0.01 -0.03 0.06 -0.17
C -0.945797 -0.070181 -2.135135 -0.04 0.09 -0.09 -0.24
C -0.294955 0.816274 -1.249623 0.13 0.08 0.04 -0.55
H 3.451821 3.357900 -2.739782 0.02 -0.06 -0.03 0.25
H 2.230785 2.046105 -2.733721 0.03 -0.02 -0.01 0.25
H 3.106714 2.468067 -1.233938 0.05 -0.01 -0.02 0.21
H 1.191112 4.141500 -2.679764 0.03 0.00 -0.02 0.44
H 2.682041 4.739638 -0.220555 0.02 0.06 0.01 0.22
H 1.416002 5.765434 -0.952965 0.03 0.04 0.01 0.24
H 2.955363 5.484387 -1.817678 0.01 0.06 0.03 0.25
H -0.144515 4.071431 -0.729083 -0.05 -0.05 0.03 0.24
H 0.991378 2.888552 -0.058534 -0.03 -0.05 0.00 0.20
H -0.762224 3.580746 -3.230217 0.00 0.00 0.00 0.21
H -1.826109 1.946445 -4.706150 0.01 0.00 0.00 0.25
H -1.939657 -0.436141 -4.004630 0.00 0.01 0.00 0.24
H -1.114816 -1.105773 -1.860857 0.04 -0.01 0.03 0.22
```
Positions in Å, forces in eV/Å.

=====

[3]
Density functional theory data (ωB97M-V/def2-TZVPD) for a molecular structure, C13H21Cl3GeRu.

Molar mass = 457.350 g/mol
Charge = +2
Electronic energy = -110470.870 eV
<S²> = 6.042
E_HOMO (alpha / beta) = -15.709 / -17.064 eV
Gap between HOMO and LUMO (alpha / beta) = 7.275 / 6.831 eV
Spin multiplicity = 5

Structure (XYZ):
```
39
Properties=species:S:1:pos:R:3:forces:R:3:mulliken_spin:R:1
Ru -0.058513 -1.230796 -0.595298 0.58 -0.08 -0.44 2.84
C 2.928843 0.236179 0.391198 0.03 -0.11 -0.08 0.00
C 1.432552 0.352343 0.418699 -0.19 0.10 0.27 -0.13
C 0.800702 1.339610 -0.416166 -0.50 -0.36 0.31 0.08
C 1.627670 2.338156 -1.148359 0.13 -0.05 -0.21 0.00
C -0.612962 1.427642 -0.453732 0.41 -0.41 0.17 0.12
C -1.268810 2.353959 -1.418150 -0.10 0.12 -0.21 0.01
C -1.398820 0.698254 0.491009 0.67 -0.14 0.22 0.01
C -2.864058 0.952972 0.582197 -0.21 -0.12 -0.07 -0.02
C -0.763812 -0.171966 1.423585 0.34 0.40 -0.11 0.08
C -1.593279 -0.904204 2.427100 -0.15 -0.20 0.16 -0.02
C 0.668380 -0.323055 1.425014 -0.43 0.49 -0.21 0.15
C 1.324732 -1.101607 2.521398 0.08 -0.26 -0.05 0.04
H 3.370723 0.939490 1.100555 -0.01 0.04 0.02 0.00
H 3.324585 0.466049 -0.594454 0.04 -0.02 -0.01 0.00
H 3.269160 -0.756536 0.669687 0.01 -0.04 -0.02 0.00
H 1.892848 2.002405 -2.154092 0.04 -0.01 -0.04 0.01
H 2.552846 2.528780 -0.608441 -0.02 0.06 -0.06 0.00
H 1.082987 3.273401 -1.253596 0.05 0.01 0.01 0.00
H -1.387019 3.342937 -0.964570 -0.03 0.02 -0.01 0.01
H -2.257487 2.002383 -1.706345 0.05 0.03 -0.01 0.00
H -0.667527 2.477882 -2.317155 -0.07 0.01 0.00 0.00
H -3.229704 0.811383 1.594615 -0.01 0.00 0.01 0.00
H -3.425716 0.283100 -0.071956 -0.08 -0.06 -0.04 0.01
H -3.099763 1.966365 0.272695 -0.01 0.06 0.02 0.00
H -2.521814 -1.267292 1.985489 0.04 0.01 0.05 0.00
H -1.864185 -0.231293 3.246724 0.02 -0.02 0.00 0.00
H -1.066066 -1.752029 2.857588 -0.05 0.03 -0.01 0.00
H 0.973301 -0.731429 3.484073 -0.03 0.04 0.03 0.00
H 2.404393 -1.011326 2.503676 0.01 0.02 0.01 0.00
H 1.073848 -2.163393 2.477966 0.01 -0.01 0.03 0.00
C 1.516420 -2.490569 -1.067308 0.21 0.35 -0.06 -0.10
H 2.112621 -2.763783 -0.192184 -0.12 0.22 0.01 0.02
H 2.112216 -1.896201 -1.779864 -0.06 -0.07 0.20 0.04
H 1.153270 -3.398325 -1.548975 -0.18 0.12 0.02 0.02
Cl -1.620769 -2.766874 -0.972810 -0.55 -0.37 0.14 0.26
Ge -1.309679 -1.354320 -3.108311 -0.47 -0.09 -0.18 0.36
Cl -3.229482 -0.406933 -3.145775 0.34 -0.09 0.02 0.10
Cl -1.382632 -3.071357 -4.355727 0.18 0.38 0.12 0.12
```
Positions in Å, forces in eV/Å.

=====

[4]
Density functional theory data (ωB97M-V/def2-TZVPD) for a molecular structure, C17H20N4O2S2 at a distorted geometry.

Molar mass = 376.507 g/mol
Electronic energy = -49664.029 eV
E_HOMO = -7.778 eV
Gap between HOMO and LUMO = 7.971 eV
ΔE to the lowest compared entry with this formula, charge and spin = 1578.9 kJ/mol

Structure (XYZ):
```
45
Properties=species:S:1:pos:R:3:forces:R:3:nbo_charge:R:1
C 0.961085 -6.927395 -0.609972 5.40 2.19 -11.12 -0.54
H 0.911760 -7.880218 -0.484787 -0.52 -5.94 0.84 0.22
H 0.517550 -6.626858 -1.724359 1.37 -1.37 1.99 0.16
H 2.046860 -6.606552 -0.660498 -0.93 -0.61 -0.16 0.23
C 0.326630 -6.149554 0.201692 -8.42 -0.32 10.99 -0.39
C 0.410335 -4.768516 0.211266 1.75 6.61 0.00 0.74
O 0.944098 -4.096699 1.157299 -2.64 -2.00 -4.35 -0.54
N -0.122777 -4.205648 -1.157531 1.27 -3.77 4.32 -0.66
C -0.004629 -2.914825 -1.442380 1.67 0.47 4.24 0.27
N -0.347190 -2.313418 -2.447080 -3.74 -10.78 -4.23 -0.31
N -0.358369 -1.119091 -2.539450 1.06 9.33 -1.99 -0.28
C 0.333790 -0.648548 -1.614622 2.65 5.08 4.83 0.00
S 0.995096 1.166865 -1.470407 -2.02 -2.12 0.10 0.25
C 1.550334 1.188018 0.284853 4.77 -1.51 -0.36 -0.71
H 2.682554 0.800129 0.007836 -2.59 0.54 1.58 0.25
H 1.120772 0.465837 1.076438 0.32 1.51 -1.53 0.27
C 1.899471 2.643143 0.812626 -15.02 -6.04 -3.29 0.77
O 2.879969 3.060293 1.037971 10.04 4.78 2.48 -0.49
N 0.495991 3.429287 0.837579 4.71 -6.13 0.78 -0.55
C -0.806481 2.945857 0.848009 -0.77 4.42 -4.27 0.16
C -1.386147 1.740986 0.716981 -2.29 -3.98 4.21 -0.28
C -2.880310 1.599780 0.767768 5.78 15.50 -0.42 -0.11
C -3.620154 2.880864 0.458915 -1.20 -5.86 1.79 -0.21
C -2.918110 4.037935 0.537028 -2.53 4.11 -2.90 -0.28
C -1.640709 4.194622 0.297367 6.97 -2.16 6.22 0.04
C -0.604455 5.438188 0.579351 0.63 -4.98 -3.53 -0.43
H -0.780616 6.175334 1.221572 -1.90 3.00 2.51 0.20
H -0.595930 5.783661 -0.471157 1.26 0.50 0.61 0.22
C 0.750361 4.671894 1.245998 0.03 7.08 -3.68 0.03
C 0.899897 5.043144 2.720245 -4.70 -1.77 -2.40 -0.62
H -0.106984 4.652607 3.116956 1.65 0.83 0.35 0.21
H 1.001181 6.072622 2.705628 0.13 2.05 0.68 0.21
H 1.717054 4.544599 3.031747 2.63 -1.55 1.81 0.21
H 1.743318 5.111084 0.613611 -2.56 -1.11 1.73 0.20
H -3.346283 5.008725 0.230574 -1.22 -0.40 0.79 0.21
H -4.778045 2.876951 0.304458 2.40 -0.04 0.42 0.22
H -3.280684 0.844354 0.522579 -5.39 -10.75 -2.42 0.15
H -0.928065 0.809119 1.277285 -0.38 1.66 -1.79 0.20
S 0.705199 -1.776212 -0.211900 -0.55 0.47 -2.79 0.25
H -0.668221 -4.919231 -1.671346 0.47 1.33 0.14 0.43
C -1.281638 -6.524846 0.429764 5.59 -10.20 -11.74 -0.48
H -1.546012 -7.812294 0.700577 1.46 3.95 -0.63 0.21
H -1.700958 -6.514850 -0.723737 0.37 0.21 2.86 0.17
H -1.783146 -6.051359 0.997777 -6.26 6.75 7.46 0.14
H 0.462220 -6.536333 1.241040 1.27 1.03 -0.11 0.26
```
Positions in Å, forces in eV/Å.

=====

[5]
Density functional theory data (ωB97M-V/def2-TZVPD) for a single C6H12O molecule.

Molar mass = 100.161 g/mol
Electronic energy = -8463.852 eV
E_HOMO = -9.687 eV
Gap between HOMO and LUMO = 10.781 eV
ΔE to the lowest compared entry with this formula, charge and spin = 48.4 kJ/mol

Structure (XYZ):
```
19
Properties=species:S:1:pos:R:3:forces:R:3:nbo_charge:R:1
C 1.016918 -0.688763 -2.274711 0.03 -0.02 -0.01 -0.61
C -0.186974 -0.338124 -1.405496 -0.09 -0.04 0.02 -0.38
C 0.182507 0.124244 0.012204 -0.08 0.19 0.10 -0.33
C 0.690557 -1.063995 0.784426 0.45 -0.19 -0.15 0.45
O 1.857966 -1.309462 0.984254 -0.64 0.07 0.03 -0.52
C -1.024996 0.747972 0.735054 0.03 0.01 -0.15 -0.39
C -0.710737 1.131621 2.192186 0.21 0.07 0.18 -0.63
H 0.687728 -1.094450 -3.235629 0.07 0.05 0.09 0.21
H 1.626070 0.200982 -2.473203 -0.08 -0.16 0.05 0.21
H 1.657050 -1.434631 -1.790553 -0.08 0.13 -0.09 0.22
H -0.775828 0.454772 -1.886765 0.07 -0.14 0.11 0.21
H -0.853430 -1.208128 -1.311045 0.05 0.11 -0.10 0.20
H 1.007751 0.846365 -0.031170 -0.12 -0.03 -0.03 0.22
H -0.112332 -1.760700 1.124480 0.16 0.01 0.04 0.10
H -1.886653 0.059645 0.681681 0.32 0.13 0.07 0.20
H -1.326710 1.627323 0.157454 0.04 -0.05 0.08 0.21
H -1.003281 2.157787 2.434447 -0.12 -0.18 -0.10 0.22
H 0.370552 1.080455 2.403257 -0.33 -0.07 -0.12 0.21
H -1.216156 0.467086 2.899129 0.12 0.10 -0.05 0.21
```
Positions in Å, forces in eV/Å.

=====

[6]
Density functional theory data (ωB97M-V/def2-TZVPD) for a single C3H3NOS molecule at a distorted geometry.

Molar mass = 101.130 g/mol
Electronic energy = -17527.432 eV
<S²> = 2.009
E_HOMO (alpha / beta) = -7.203 / -9.591 eV
Gap between HOMO and LUMO (alpha / beta) = 7.736 / 6.945 eV
ΔE to the lowest compared entry with this formula, charge and spin = 179.5 kJ/mol
Spin multiplicity = 3

Structure (XYZ):
```
9
Properties=species:S:1:pos:R:3:forces:R:3:mulliken_spin:R:1
C -1.229315 0.436325 -0.270344 2.98 -0.91 0.32 0.05
C 1.855565 -0.590509 0.169750 -4.33 -0.38 -0.06 0.51
C 0.114704 -0.589202 -0.008772 0.56 -0.91 -0.08 0.09
N -1.318751 1.492654 0.365046 0.13 0.57 0.32 0.00
O -0.270272 -1.722828 0.080413 -0.21 0.31 -0.01 0.17
S 2.828916 0.629044 -0.121368 1.14 1.69 -0.35 1.14
H -1.905403 -0.083491 -0.946070 -0.12 0.00 0.04 0.00
H 2.106881 -1.597344 0.456674 -0.04 -0.10 0.01 0.03
H -2.182321 2.025349 0.274668 -0.11 -0.28 -0.19 0.01
```
Positions in Å, forces in eV/Å.